98
Properties=species:S:1:pos:R:3:forces:R:3:mulliken_charge:R:1 method="wB97M-V/def2-TZVPD" orbital_gap_ev=6.470 charge=-2 e_homo_ev=-1.93 largest_force_ev_per_a=3.2 relative_energy_kcal_mol=10.53
Sr 0.1830 -0.1825 -0.0738 2.2998 0.1580 -2.2256 1.611
O -1.6335 1.3185 -1.0819 0.0270 -0.0401 0.2587 -1.689
O -0.8045 -2.3768 -0.6185 -0.2797 -0.1488 0.1682 -0.085
O 1.9220 0.9318 1.8572 -0.2664 0.0336 0.1603 -0.552
N 2.1008 -2.0146 2.1673 0.0269 0.1365 -0.0895 0.048
N -0.6687 -0.0091 2.0574 -0.7732 0.2904 1.5472 0.038
N 1.9299 -2.6448 -2.0449 0.0743 -0.1455 0.0289 -0.264
N -1.2058 -2.7384 2.6212 -0.0245 -0.0480 -0.0578 -0.505
C -1.0158 4.1037 -0.3301 0.0165 -0.1976 -0.2297 0.445
C 2.5527 2.6690 4.9587 -0.1923 -0.0847 -0.0766 -0.320
C -2.3172 -1.9019 2.1834 0.2305 -0.1072 -0.1029 -1.232
C 3.8852 1.9286 -3.0626 -0.0984 -0.0666 0.0809 2.309
C 3.8393 3.4047 -2.6420 0.0546 0.0131 -0.0070 -1.560
C 2.7426 2.1202 3.7164 0.0376 0.0286 0.0785 -0.968
C 0.2897 3.3187 -0.1878 -0.1430 -0.0460 0.2468 -0.720
C 5.3084 1.3852 -2.8659 0.0120 0.0556 -0.0488 -1.719
C 1.2982 2.6154 5.5984 0.0764 0.0275 -0.0151 -0.718
C 3.5007 1.8158 -4.5464 0.0942 0.0023 -0.0105 -1.646
C -2.5294 -5.4059 -1.6105 0.0478 0.0206 0.1407 -0.465
C -1.3649 -3.5248 -0.5314 0.1015 0.0252 -0.0540 0.189
C 1.6982 1.4368 3.0004 0.0618 -0.0629 -0.0804 0.146
C -5.7147 0.6323 -1.9735 -0.0953 0.0043 0.1446 -1.661
C -3.2950 4.0493 0.6393 -0.0088 -0.1030 0.0329 -0.535
C 0.4248 1.3888 3.6833 0.0744 0.0366 -0.1178 0.816
C -3.5392 -0.5172 -2.0201 0.0572 -0.0003 0.0967 -1.445
C -2.3156 3.3563 -0.0547 -0.0012 0.0628 0.1064 0.492
C -0.7196 0.7371 3.0913 0.0380 -0.1862 -0.0382 -0.999
C -2.5755 2.0328 -0.5595 -0.1603 -0.1416 -0.0781 1.625
C -0.8460 -3.7546 1.9516 -0.0524 0.0800 0.0845 -0.796
C -2.4609 -6.1715 -0.4429 0.0264 0.0579 -0.0212 -0.705
C 3.0729 -3.1350 -1.2867 -0.2691 0.1254 0.0161 -0.698
C 2.5713 -3.8532 -0.0340 0.1819 0.0149 0.0150 0.512
C -1.0887 4.7283 -1.7335 0.0314 -0.0904 -0.0134 -1.647
C -4.4855 0.2798 -1.1168 0.1628 0.1799 -0.1445 1.089
C -4.8588 2.2945 0.2913 0.1229 0.0368 0.0340 -0.456
C -4.5634 3.5234 0.8609 0.0358 -0.0317 -0.0274 -1.328
C 2.1171 0.5202 -1.5666 1.0540 0.6706 -0.8287 -1.052
C -1.8792 -0.5872 1.5189 -0.8399 -0.1748 0.7189 1.788
C -3.9350 1.5604 -0.4520 -0.0137 -0.0778 -0.0483 0.021
C -1.3813 -4.2968 0.6753 -0.0524 0.0653 0.0013 0.335
C 3.5333 -3.7570 1.1538 -0.1464 0.0792 -0.0818 -0.937
C -1.8722 -5.5995 0.6768 -0.0724 0.0636 -0.0675 -0.390
C -1.9891 -4.1377 -1.6605 -0.0206 0.0533 -0.0396 -0.515
C 0.2638 1.9899 4.9401 0.0137 0.0032 -0.0168 -0.532
C 3.4654 -2.3770 1.8290 -0.1137 -0.1277 -0.2690 -0.729
C 2.9333 1.1529 -2.2437 -0.3294 -0.4080 0.2135 -0.141
H -2.8629 -7.1764 -0.4079 -0.0058 0.0005 0.0037 0.350
H 3.7376 -3.8014 -1.8566 0.1244 -0.0295 -0.0230 0.277
H -2.7173 -0.9790 -1.4821 0.0669 0.0140 0.0162 0.125
H -0.7161 1.9415 5.4099 0.0009 -0.0110 -0.0484 0.329
H 4.5672 -3.9389 0.8313 -0.0240 -0.0688 0.0395 0.341
H 2.4607 2.1138 -4.6854 0.0232 0.0047 -0.0150 0.353
H 2.1716 -2.0508 -2.8240 0.0494 0.1042 0.0462 0.158
H 3.6073 0.7817 -4.8838 -0.0436 0.0413 0.0091 0.362
H 5.6160 1.5077 -1.8249 -0.0014 -0.0153 -0.0512 0.358
H -6.5080 1.1029 -1.3903 0.0205 0.0250 -0.0546 0.386
H 6.0194 1.9130 -3.5163 -0.0250 -0.0238 0.0679 0.419
H 1.6400 -3.3610 0.2477 -0.0799 -0.1436 0.0555 -0.527
H -1.6844 -0.8176 0.4756 -1.3028 -0.2822 0.3915 -1.748
H 5.3362 0.3196 -3.1032 0.0164 0.0318 0.0018 0.320
H -3.0194 -5.8146 -2.4882 0.0504 -0.0032 -0.0559 0.384
H 1.1505 3.0615 6.5743 0.0060 -0.0075 -0.0121 0.351
H 3.7052 2.1800 3.2210 -0.0127 -0.0293 0.0004 0.374
H 3.8155 -1.6210 1.1202 0.0543 -0.0098 0.0642 0.284
H -5.3014 4.0636 1.4434 0.0096 -0.0171 -0.0109 0.320
H 4.1048 3.5015 -1.5867 -0.0286 0.0051 -0.0532 0.362
H -0.2081 5.3509 -1.9355 -0.0498 -0.0660 0.0059 0.437
H -2.9856 -2.4135 1.4805 -0.0114 -0.0426 -0.0115 0.473
H -2.7202 0.1130 1.5534 -0.0182 0.0390 -0.0656 0.374
H 2.8287 3.7965 -2.7707 0.0241 0.0166 0.0087 0.260
H 4.1576 -2.3666 2.6799 0.0629 0.0467 0.0908 0.422
H 3.6602 -2.2597 -0.9930 -0.0310 0.0125 -0.0685 0.232
H -5.8558 1.8906 0.4411 -0.0063 -0.0568 -0.0388 0.337
H 4.5363 4.0044 -3.2433 -0.0441 -0.0294 0.0387 0.406
H -4.8279 -0.3909 -0.3180 0.0006 -0.0254 0.0298 0.153
H 0.3895 2.5725 -0.9704 0.0850 0.0837 -0.0970 -0.227
H 1.9912 -1.0043 2.1857 -0.0051 0.0689 0.1539 -0.107
H 1.1415 4.0032 -0.2546 0.0066 -0.0589 0.0271 0.574
H -6.1290 -0.2711 -2.4324 0.0270 0.0295 -0.0170 0.466
H -1.8215 -6.1696 1.6000 0.0239 -0.0056 0.0406 0.379
H -1.1279 3.9307 -2.4836 0.0149 0.0755 0.0607 0.272
H -3.0561 5.0353 1.0307 0.0476 0.0036 -0.0061 0.314
H -1.9868 5.3432 -1.8394 0.0342 -0.0015 -0.0071 0.388
H -4.1009 -1.3220 -2.5103 -0.0201 0.0679 0.0308 0.519
H -2.0261 -3.5506 -2.5734 -0.0042 -0.0254 0.0495 0.353
H -1.6791 0.9063 3.5999 -0.0476 0.0065 0.0139 0.171
H -3.1043 0.1278 -2.7848 -0.0007 -0.0328 0.0093 0.203
H 1.2982 -3.3812 -2.3331 0.0177 0.0223 0.0184 0.178
H 1.7698 -2.3996 3.0415 -0.0185 -0.0264 -0.0225 0.199
H 3.3816 3.1569 5.4594 0.0574 0.0444 -0.0003 0.366
H 2.3459 -4.9014 -0.2602 -0.0210 0.0407 -0.0209 0.404
H -0.0508 -4.3491 2.4170 0.0110 0.0300 -0.0801 0.382
H -2.8897 -1.6620 3.0813 -0.0130 0.0192 0.0859 0.480
H -5.4248 1.3275 -2.7663 -0.0021 -0.0351 -0.0017 0.361
H 4.1444 2.4548 -5.1660 -0.0325 -0.0378 0.0276 0.394
H -0.9800 4.9237 0.3940 -0.0342 0.0610 0.0306 0.516
H 0.3526 2.8032 0.7781 0.0124 0.1072 -0.0625 -0.091
H 3.2816 -4.5335 1.8868 0.0302 0.0467 0.0220 0.385